This record from OMol25 describes a 2-piece molecular cluster, C2H7N2O overall. The level of theory is ωB97M-V/def2-TZVPD.

Output
highest occupied orbital energy: -15.24 eV
ΔE to the lowest compared entry with this formula, charge and spin: 69.4 kcal per mole
gap between HOMO and LUMO: 11.59 eV
max |F|: 4.42 eV/Å
E: -264.820640 a.u.
net charge: +1

Last column: Mulliken charge in e.
Element x y z (Å)
C: 1.206 -1.193 0.332  -0.333
C: 0.829 0.167 0.025  0.699
N: 0.701 1.398 0.413  -0.370
N: -1.588 -0.084 -0.402  -0.762
O: 1.263 -0.486 -0.974  -0.284
H: 2.074 -1.497 0.750  0.332
H: 0.464 -1.888 0.282  0.269
H: 0.578 2.264 -0.305  0.362
H: 0.424 1.505 1.340  0.272
H: -1.858 -0.482 -1.353  0.286
H: -1.970 0.870 -0.339  0.271
H: -2.121 -0.576 0.230  0.258

---

This record from OMol25 describes a 3-piece molecular cluster, C20H47B3N2O14P2 overall. The level of theory is ωB97M-V/def2-TZVPD.

Output
highest occupied orbital energy: -9.47 eV
ΔE to the lowest compared entry with this formula, charge and spin: 351.0 kcal per mole
gap between HOMO and LUMO: 7.68 eV
max |F|: 9.73 eV/Å
E: -2710.428134 a.u.
SMILES: CCNB1OB(OCC)OB(N(C(C)=O)C(C)=O)O1.CCOP(=O)(OCC)OCC.CCOP(=O)(OCC)OCC

Last column: Mulliken charge in e.
Element x y z (Å)
C: -1.187 -0.221 -3.980  -0.801
C: -1.132 -1.856 -4.148  -0.017
N: -1.874 -2.620 -3.056  -0.422
B: -0.958 -3.648 -2.375  0.336
O: -0.009 -4.536 -3.076  -0.333
B: 1.311 -4.582 -2.362  0.566
O: 2.511 -4.572 -3.217  -0.502
C: 3.653 -3.895 -2.588  0.229
C: 4.305 -2.678 -3.532  -0.864
O: 1.267 -4.685 -0.891  -0.231
B: 0.385 -3.583 -0.460  0.454
N: 0.790 -2.342 0.313  0.423
C: 1.532 -1.332 -0.533  0.471
C: 2.580 -0.251 0.190  -1.096
O: 1.395 -1.179 -1.871  -0.466
C: 1.493 -2.657 1.614  0.298
C: 3.030 -3.236 1.772  -0.778
O: 0.783 -2.405 2.750  -0.536
O: -1.053 -3.677 -0.873  -0.411
H: -0.497 0.194 -3.112  0.133
H: -2.278 0.169 -3.803  0.212
H: -0.753 0.228 -4.990  0.323
H: 0.001 -2.161 -4.179  0.029
H: -1.683 -2.133 -5.169  0.287
H: -2.098 -1.875 -2.331  0.151
H: 3.435 -3.397 -1.553  -0.189
H: 4.512 -4.708 -2.464  0.308
H: 3.466 -1.995 -3.982  0.196
H: 4.912 -2.002 -2.758  0.260
H: 5.084 -3.072 -4.312  0.305
H: 3.699 -0.606 0.139  0.238
H: 2.471 0.747 -0.455  0.326
H: 2.223 0.035 1.281  0.327
H: 3.284 -3.169 2.934  0.299
H: 3.014 -4.383 1.441  0.264
H: 3.828 -2.642 1.122  0.225
O: -5.235 1.707 -3.951  -0.688
P: -6.761 1.930 -3.810  1.010
O: -6.630 3.515 -3.339  -0.352
C: -6.006 4.454 -4.196  -0.248
C: -7.007 5.052 -5.162  -1.035
O: -6.883 1.277 -2.284  -0.352
C: -5.957 0.296 -1.843  -0.325
C: -4.832 0.949 -1.058  -1.025
O: -8.466 2.180 -3.652  -0.313
C: -9.243 2.372 -4.818  -0.100
C: -8.793 1.543 -6.005  -1.247
H: -5.168 4.008 -4.739  0.257
H: -5.600 5.248 -3.562  0.344
H: -7.319 4.307 -5.901  0.217
H: -6.574 5.899 -5.701  0.423
H: -7.904 5.392 -4.634  0.238
H: -5.577 -0.293 -2.685  0.309
H: -6.495 -0.399 -1.191  0.349
H: -4.375 1.776 -1.607  0.258
H: -4.054 0.219 -0.816  0.314
H: -5.218 1.373 -0.123  0.316
H: -9.260 3.435 -5.067  0.184
H: -10.271 2.094 -4.563  0.355
H: -7.788 1.827 -6.330  0.362
H: -9.474 1.683 -6.849  0.372
H: -8.763 0.478 -5.745  0.372
O: 4.664 0.112 7.714  -0.711
P: 5.209 0.884 6.487  0.975
O: 4.337 0.016 5.374  -0.324
C: 2.923 0.004 5.443  -0.179
C: 2.335 1.167 4.670  -1.075
O: 6.621 0.014 6.359  -0.345
C: 7.191 -0.609 7.499  -0.315
C: 6.753 -2.061 7.581  -1.040
O: 5.817 1.745 5.115  -0.300
C: 5.302 3.031 4.827  -0.061
C: 4.988 3.861 6.056  -1.285
H: 2.570 0.014 6.478  0.298
H: 2.586 -0.934 4.991  0.248
H: 2.537 2.111 5.186  0.330
H: 1.251 1.064 4.571  0.435
H: 2.776 1.233 3.670  0.145
H: 6.944 -0.057 8.413  0.321
H: 8.279 -0.567 7.391  0.347
H: 5.667 -2.167 7.514  0.272
H: 7.090 -2.515 8.518  0.355
H: 7.172 -2.632 6.744  0.276
H: 4.423 2.930 4.187  0.152
H: 6.061 3.552 4.234  0.364
H: 4.191 3.404 6.651  0.369
H: 4.662 4.863 5.767  0.368
H: 5.869 3.946 6.703  0.371

---

This record from OMol25 describes C36H81Cl4Cs2N7O12PRb as an isolated structure. The level of theory is ωB97M-V/def2-TZVPD.

Output
highest occupied orbital energy: -4.39 eV
⟨S²⟩: 0.754
gap between HOMO and LUMO: 1.03 eV
max |F|: 14.56 eV/Å
E: -4952.069323 a.u.
spin multiplicity: 2
net charge: +1

Last column: Löwdin spin population.
Element x y z (Å)
C: 6.705 3.561 3.259  0.000
O: 6.156 2.434 2.657  0.000
C: 5.168 2.710 1.684  0.000
C: 3.813 2.338 2.175  0.000
C: 2.730 2.696 1.173  0.000
C: 1.862 1.536 0.733  0.000
C: 0.596 1.434 1.582  0.000
C: -0.654 1.241 0.762  0.000
C: -0.949 2.317 -0.208  0.000
C: -1.918 3.331 0.527  0.000
C: -3.208 2.737 -0.008  0.000
C: -4.603 3.073 0.429  0.000
C: -5.211 1.691 0.686  0.000
C: -5.239 1.116 2.113  0.000
O: -5.214 2.061 3.142  0.000
N: -1.886 4.729 0.100  0.000
C: -0.672 5.454 0.351  0.000
O: -0.888 6.463 1.300  0.000
C: 0.149 6.641 2.210  0.000
C: -1.878 3.186 2.091  0.000
O: -1.322 4.080 2.707  0.000
O: -2.426 2.152 2.514  0.000
H: 7.629 3.276 3.729  0.000
H: 6.069 3.949 4.041  0.000
H: 6.916 4.342 2.544  0.000
H: 5.153 3.763 1.459  0.000
H: 5.417 2.185 0.775  0.000
H: 3.662 2.890 3.084  0.000
H: 3.784 1.298 2.446  0.000
H: 2.112 3.448 1.624  0.000
H: 3.190 3.173 0.324  0.000
H: 2.434 0.642 0.894  0.000
H: 1.656 1.576 -0.320  0.000
H: 0.512 2.288 2.221  0.000
H: 0.725 0.582 2.244  0.000
H: -0.444 0.324 0.150  0.000
H: -1.521 0.975 1.383  0.000
H: -1.555 1.939 -1.011  0.000
H: -0.037 2.628 -0.687  0.000
H: -3.139 1.672 0.096  0.000
H: -3.099 2.978 -1.054  0.000
H: -4.640 3.802 1.215  0.000
H: -5.138 3.513 -0.389  0.000
H: -4.563 1.013 0.137  0.000
H: -6.192 1.616 0.246  0.000
H: -6.135 0.525 2.192  0.000
H: -4.440 0.424 2.272  0.000
H: -6.043 2.535 3.145  0.000
H: -2.001 4.685 -0.899  0.000
H: 0.118 4.808 0.707  0.000
H: -0.362 5.949 -0.559  0.000
H: 0.351 5.721 2.735  0.000
H: 1.056 6.990 1.734  0.000
H: -0.178 7.361 2.930  0.000
Rb: -1.937 -0.515 1.372  0.000
C: -3.474 -4.524 -2.196  0.000
Cl: -5.047 -4.033 -2.862  0.000
Cl: -3.704 -5.781 -1.015  0.000
Cl: -2.427 -5.052 -3.468  0.000
Cl: -2.765 -3.082 -1.386  0.000
O: -3.736 -7.716 -3.204  0.000
P: -4.289 -8.748 -4.232  0.000
N: -5.526 -7.744 -5.012  0.000
C: -6.843 -7.491 -4.493  0.000
C: -4.917 -6.637 -5.713  0.000
N: -4.907 -9.995 -3.139  0.000
C: -6.291 -10.367 -3.023  0.000
C: -4.241 -10.051 -1.852  0.000
N: -4.489 -9.966 -5.679  0.000
C: -5.519 -10.031 -6.629  0.000
C: -3.682 -11.151 -5.618  0.000
H: -7.514 -7.187 -5.309  0.000
H: -6.873 -6.701 -3.723  0.000
H: -7.283 -8.387 -4.060  0.000
H: -4.389 -6.956 -6.623  0.000
H: -4.182 -6.175 -5.043  0.000
H: -5.669 -5.904 -6.012  0.000
H: -6.904 -9.632 -2.479  0.000
H: -6.376 -11.318 -2.483  0.000
H: -6.744 -10.530 -4.009  0.000
H: -4.612 -9.301 -1.139  0.000
H: -3.174 -9.894 -1.969  0.000
H: -4.393 -11.048 -1.423  0.000
H: -6.510 -10.288 -6.184  0.000
H: -5.308 -10.802 -7.379  0.000
H: -5.636 -9.100 -7.201  0.000
H: -4.206 -12.019 -5.166  0.000
H: -2.801 -10.960 -5.005  0.000
H: -3.321 -11.450 -6.617  0.000
C: 8.853 9.464 -1.058  0.002
C: 8.328 8.354 -0.133  0.026
C: 9.303 8.136 1.016  0.015
C: 10.603 7.464 0.553  0.001
C: 10.318 6.153 -0.186  0.015
C: 9.307 6.294 -1.318  0.026
N: 8.113 7.071 -0.865  0.367
O: 7.307 6.321 -0.223  0.538
C: 9.970 6.950 -2.539  0.002
C: 8.866 4.916 -1.774  -0.001
C: 6.998 8.852 0.401  -0.001
H: 8.738 10.425 -0.561  0.000
H: 9.906 9.378 -1.310  0.000
H: 8.281 9.491 -1.983  0.001
H: 8.823 7.513 1.786  0.003
H: 9.535 9.092 1.493  0.001
H: 11.188 8.138 -0.072  0.000
H: 11.216 7.247 1.422  0.001
H: 11.249 5.748 -0.583  0.001
H: 9.945 5.412 0.539  0.002
H: 9.222 7.173 -3.296  0.001
H: 10.691 6.259 -2.972  0.000
H: 10.514 7.864 -2.316  0.000
H: 8.478 4.315 -0.956  0.000
H: 9.725 4.400 -2.199  0.000
H: 8.094 4.991 -2.536  0.000
H: 6.280 8.968 -0.408  0.000
H: 7.149 9.824 0.868  0.000
H: 6.572 8.182 1.141  -0.001
C: -5.530 -2.166 3.452  0.000
O: -5.135 -2.466 4.582  0.000
O: -6.727 -1.691 3.195  0.000
O: -4.819 -2.274 2.368  0.000
Cs: -6.969 -12.117 -7.683  0.000
C: -4.078 -6.333 3.334  0.000
O: -3.949 -7.221 2.503  0.000
N: -4.170 -6.549 4.650  0.000
C: -4.316 -5.450 5.591  0.000
C: -4.121 -7.916 5.132  0.000
H: -4.131 -5.266 3.066  0.000
H: -3.480 -5.439 6.295  0.000
H: -5.246 -5.549 6.153  0.000
H: -4.344 -4.505 5.053  0.000
H: -3.184 -8.394 4.846  0.000
H: -4.934 -8.505 4.705  0.000
H: -4.209 -7.910 6.214  0.000
O: 5.351 4.540 6.575  0.000
H: 4.433 4.370 6.344  0.000
H: 5.745 3.663 6.599  0.000
Cs: 10.945 6.539 3.223  0.001
N: -6.531 -0.806 -0.172  0.000
H: -7.356 -0.620 -0.744  0.000
H: -6.804 -1.365 0.650  0.000
H: -5.845 -1.321 -0.726  0.000
H: -6.134 0.089 0.147  0.000

---

> The highest highest occupied orbital energy belongs to which entry?

C36H81Cl4Cs2N7O12PRb

---

> What is the formula in the third record?

C36H81Cl4Cs2N7O12PRb